The following is a DFT calculation (ωB97M-V/def2-TZVPD) of a 2-piece molecular cluster, C2H2O2S overall at a distorted geometry.

Structure (XYZ):
```
7
Properties=species:S:1:pos:R:3:forces:R:3:lowdin_charge:R:1
H -3.596413 2.381165 1.433632 -8.166 4.485 4.504 -0.036
S -3.027147 -0.904423 -0.612420 0.962 -0.597 2.843 0.731
C -2.838763 1.991916 1.109038 12.502 -7.844 -11.428 0.002
H -1.963698 1.132018 1.565100 -2.979 3.057 -0.174 0.148
C -1.666405 -1.132594 0.277661 6.394 -0.868 -7.204 -0.617
O -0.421007 -1.304970 -0.009565 -7.381 0.992 4.221 -0.057
O -2.647759 2.019143 -0.215957 -1.333 0.776 7.239 -0.173
```
Forces are in eV/Å.

Properties
- frontier orbital gap (spin up / spin down) (eV) = 8.43 / 8.44
- E_tot (hartree) = -625.901100
- F_max (eV/Å) = 18.67
- relative energy (zero: lowest compared OMol25 entry of this formula, charge and spin) (kJ/mol) = 423.4
- SMILES = O=C=S.C=O

The following is a DFT calculation (ωB97M-V/def2-TZVPD) of a 2-piece molecular cluster, C2H2O2S overall at a distorted geometry.

Structure (XYZ):
```
7
Properties=species:S:1:pos:R:3:forces:R:3:lowdin_charge:R:1
O 2.343191 0.481168 1.856099 -0.882 0.324 -0.070 -0.284
O 0.659145 -0.635190 -0.306942 -0.429 0.285 -0.765 0.036
H -0.786106 -0.005374 -1.843193 0.167 -0.342 0.364 0.117
C 0.011187 0.396103 0.147941 -1.219 -1.025 2.153 -0.791
C -0.757194 -0.393453 -0.817624 2.171 2.357 -1.200 0.009
H -1.475099 -1.104553 -0.581341 -1.012 -1.174 0.877 0.090
S 0.004877 1.261300 1.545059 1.204 -0.424 -1.360 0.824
```
Forces are in eV/Å.

Properties
- frontier orbital gap (spin up / spin down) (eV) = 8.33 / 8.36
- E_tot (hartree) = -625.815642
- F_max (eV/Å) = 3.42
- relative energy (zero: lowest compared OMol25 entry of this formula, charge and spin) (kJ/mol) = 647.8

The following is a DFT calculation (ωB97M-V/def2-TZVPD) of C2H2O3 in the gas phase at a distorted geometry.

Structure (XYZ):
```
7
Properties=species:S:1:pos:R:3:forces:R:3:lowdin_charge:R:1
C 0.257974 0.324742 -0.435531 2.618 -0.257 -1.015 -0.511
O 1.080574 1.043806 -0.991696 -1.932 -0.923 1.605 0.115
O -0.858673 -0.602392 1.419543 0.379 -0.374 -0.323 0.071
C 0.144531 -0.074627 1.011548 1.458 2.292 4.521 -0.142
O -0.509662 -0.526945 -1.042146 -2.269 -1.537 -1.421 0.122
H 0.966570 0.267256 1.855441 -1.456 -0.737 -2.340 0.184
H -1.079501 -1.083697 -0.397145 1.201 1.536 -1.027 0.160
```
Forces are in eV/Å.

Properties
- frontier orbital gap (eV) = 9.89
- E_tot (hartree) = -303.097283
- F_max (eV/Å) = 5.27
- relative energy (zero: lowest compared OMol25 entry of this formula, charge and spin) (kJ/mol) = 86.8
- SMILES = O=CC(=O)O

The following is a DFT calculation (ωB97M-V/def2-TZVPD) of C2H2O3 in the gas phase at a distorted geometry.

Structure (XYZ):
```
7
Properties=species:S:1:pos:R:3:forces:R:3:lowdin_charge:R:1
O -2.157374 -1.869573 -0.484873 -0.372 -0.478 -2.618 0.135
O 0.261187 -1.691137 -0.012591 0.535 -1.458 -0.049 0.077
C -0.029201 -0.255593 0.004067 -2.725 -1.942 0.285 0.056
H 0.258082 0.249765 0.910662 0.167 0.057 0.072 0.104
H 0.077400 0.234586 -0.948816 0.140 0.055 -0.106 0.104
O -2.008249 -1.854300 0.944283 0.177 -0.410 2.619 0.134
C -1.037389 -1.450957 0.115150 2.080 4.176 -0.204 -0.610
```
Forces are in eV/Å.

Properties
- frontier orbital gap (eV) = 11.94
- E_tot (hartree) = -302.938263
- F_max (eV/Å) = 4.67
- relative energy (zero: lowest compared OMol25 entry of this formula, charge and spin) (kJ/mol) = 504.3
- SMILES = C1OC12OO2

The following is a DFT calculation (ωB97M-V/def2-TZVPD) of C2H2O3 as an isolated structure at a distorted geometry.

Structure (XYZ):
```
7
Properties=species:S:1:pos:R:3:forces:R:3:lowdin_charge:R:1
H 0.317156 -1.563511 0.697019 0.905 0.891 -0.859 0.130
H -2.718655 0.166860 -0.545916 -0.424 -0.515 -0.950 -0.007
C 0.335978 0.457942 -0.362594 -1.009 0.445 -0.261 -0.026
O 1.531609 1.122736 -0.312034 -0.655 -0.158 -0.246 0.019
C 0.735708 -0.690723 0.145074 -0.705 -0.368 0.932 -0.083
O -2.240421 0.616460 0.143776 0.928 0.572 0.856 -0.010
O 2.038625 -0.109763 0.234672 0.959 -0.867 0.528 -0.022
```
Forces are in eV/Å.

Properties
- frontier orbital gap (spin up / spin down) (eV) = 7.94 / 7.84
- E_tot (hartree) = -302.762372
- F_max (eV/Å) = 1.53
- relative energy (zero: lowest compared OMol25 entry of this formula, charge and spin) (kJ/mol) = 966.1

The following is a DFT calculation (ωB97M-V/def2-TZVPD) of C2H2O3S2 in the gas phase at a distorted geometry.

Structure (XYZ):
```
9
Properties=species:S:1:pos:R:3:forces:R:3:lowdin_charge:R:1
H 1.226281 0.272921 -1.278250 -1.663 -0.432 -0.425 0.175
S 0.559122 0.620937 3.170547 -0.099 -0.177 -0.822 0.740
C 0.347881 -0.022169 -0.642904 1.372 -0.685 -1.010 -0.498
S -0.744770 -1.503881 -0.893785 -0.783 -0.773 -2.415 1.045
O 0.805637 0.341400 0.583323 -0.456 0.046 1.672 -0.096
C 0.083810 0.088642 1.716136 2.710 1.826 1.181 -0.689
H -0.762470 -0.483623 1.667640 -2.160 -1.410 -0.808 0.019
O -1.037878 -2.013349 -2.267478 1.187 0.730 2.315 -0.472
O -0.986063 0.149947 -0.908333 -0.108 0.875 0.312 -0.225
```
Forces are in eV/Å.

Properties
- frontier orbital gap (eV) = 8.90
- E_tot (hartree) = -1099.395528
- F_max (eV/Å) = 3.48
- relative energy (zero: lowest compared OMol25 entry of this formula, charge and spin) (kJ/mol) = 14.9

The following is a DFT calculation (ωB97M-V/def2-TZVPD) of C2H2O3Zn as an isolated structure at a distorted geometry.

Structure (XYZ):
```
8
Properties=species:S:1:pos:R:3:forces:R:3:lowdin_charge:R:1
C -0.466120 0.131382 -0.342052 -1.541 -0.465 -2.746 -0.333
H 0.372550 -0.087198 1.529026 0.653 -0.700 -0.265 0.168
H -1.368076 1.765993 -0.080388 -0.047 0.795 0.074 0.214
O 0.163333 -1.680502 0.033076 0.992 0.045 0.557 0.065
Zn 2.527068 0.097260 -0.023681 -0.148 -0.210 0.081 1.466
O -0.814824 -1.049253 -0.808771 0.080 1.253 0.387 0.268
O -1.019796 1.183907 -0.775710 -0.053 -0.564 0.398 0.313
C 0.605865 -0.361590 0.468500 0.065 -0.154 1.514 -0.161
```
Forces are in eV/Å.

Properties
- charge = +2
- frontier orbital gap (eV) = 8.22
- E_tot (hartree) = -2081.496034
- F_max (eV/Å) = 3.18
- relative energy (zero: lowest compared OMol25 entry of this formula, charge and spin) (kJ/mol) = 0.0

The following is a DFT calculation (ωB97M-V/def2-TZVPD) of C2H2O4Tm as an isolated structure at a distorted geometry.

Structure (XYZ):
```
9
Properties=species:S:1:pos:R:3:forces:R:3:lowdin_charge:R:1
Tm -0.615660 -0.502944 1.442582 1.895 -2.775 -3.002 1.986
C 0.440236 -2.258745 -0.210864 2.453 -3.326 -3.218 -0.875
O -0.668203 -2.451804 0.470558 -1.838 2.242 2.236 -0.188
H -0.810853 2.931400 -0.960146 -0.027 -0.543 -0.038 0.133
O -0.845202 1.649246 0.613921 0.345 -0.867 -0.528 -0.160
O 0.937699 -3.096501 -0.970429 -1.295 2.106 1.875 0.104
O 0.983693 -1.070430 0.015356 -1.364 2.355 2.107 -0.192
H 0.831734 2.490746 -0.160630 -0.148 -0.508 -0.275 0.132
C -0.253443 2.309032 -0.240348 -0.021 1.316 0.843 0.060
```
Forces are in eV/Å.

Properties
- charge = +1
- frontier orbital gap (spin up / spin down) (eV) = 6.23 / 6.30
- ⟨S²⟩ = 2.0022
- E_tot (hartree) = -1463.297360
- spin multiplicity = 3
- F_max (eV/Å) = 5.24